Entry P
Density functional theory data (ωB97M-V with the def2-TZVPD basis set) for a gas-phase ion, C3H11N2S (charge +1).

Summary:
structure (SMILES) = C[C@H](N)[C@@H]([NH3+])S
HOMO = -13.0592 eV

ORCA input file:
```
! RIJCOSX wB97M-V def2-TZVPD def2/J DEFGRID3
* xyz 1 1
C -1.545 -0.068 0.341
C -0.011 0.358 0.749
N 0.202 1.810 0.546
C 0.954 -0.351 -0.269
N 0.648 -1.817 -0.740
S 0.768 0.529 -1.835
H -1.669 0.080 -0.791
H -1.835 -0.926 0.872
H -2.147 0.633 0.827
H 0.181 0.150 1.864
H -0.726 2.311 0.690
H 0.855 2.265 1.176
H 1.960 -0.335 0.174
H 1.281 -2.410 -0.166
H -0.388 -1.956 -0.654
H 0.947 -2.003 -1.738
H 0.526 1.731 -1.047
*
```

Results of the natural (NBO) charge analysis, in e, for atoms 1 through 6:
1. C -0.6773
2. C -0.0781
3. N -0.8335
4. C -0.1913
5. N -0.7193
6. S -0.1372


Entry Q
Density functional theory data (ωB97M-V with the def2-TZVPD basis set) for 2 unconnected molecules or ions with the total composition C3H11N2S.

Summary:
HOMO = -12.3493 eV

ORCA input file:
```
! RIJCOSX wB97M-V def2-TZVPD def2/J DEFGRID3
* xyz 1 1
C 3.069 0.166 0.289
C 2.453 -0.726 1.350
S 0.583 -0.594 1.333
H 2.829 1.206 0.492
H 2.652 -0.119 -0.681
H 4.128 -0.057 0.164
H 2.593 -1.775 1.126
H 2.717 -0.404 2.351
H 0.336 0.045 2.481
N -2.095 -0.264 -0.252
C -2.316 0.329 -1.432
N -3.503 0.664 -1.841
H -2.744 -0.682 0.397
H -1.407 0.304 0.265
H -1.408 0.384 -2.023
H -3.583 1.152 -2.722
H -4.303 0.372 -1.296
*
```

Results of the natural (NBO) charge analysis, in e, for atoms 1 through 6:
1. C -0.6223
2. C -0.4474
3. S -0.1617
4. H 0.2182
5. H 0.2027
6. H 0.2330


Entry R
Density functional theory data (ωB97M-V with the def2-TZVPD basis set) for 2 unconnected molecules or ions with the total composition C3H11N2S.

Summary:
HOMO = -12.4931 eV

ORCA input file:
```
! RIJCOSX wB97M-V def2-TZVPD def2/J DEFGRID3
* xyz 1 1
C -0.010 1.333 2.195
S -0.016 0.033 0.928
C -0.137 -1.444 1.980
H 0.657 1.062 3.011
H 0.319 2.266 1.750
H -1.038 1.456 2.525
H 0.856 -1.769 2.284
H -0.528 -2.221 1.325
H -0.754 -1.219 2.842
N -1.056 -0.278 -2.440
C 0.096 0.238 -2.747
N 1.148 0.229 -1.947
H -1.161 -0.678 -1.515
H -1.731 -0.433 -3.174
H 0.182 0.772 -3.682
H 2.048 0.277 -2.400
H 1.126 0.376 -0.935
*
```

Results of the natural (NBO) charge analysis, in e, for atoms 1 through 6:
1. C -0.7184
2. S 0.0842
3. C -0.7143
4. H 0.2367
5. H 0.2394
6. H 0.2314


Most stable: entry R. Least stable: entry P.


Entry P
Density functional theory data (ωB97M-V with the def2-TZVPD basis set) for a gas-phase ion, C3H11N2S (charge +1).

Summary:
structure (SMILES) = C[C@@H]([NH3+])[C@H](N)S
HOMO = -12.9594 eV

ORCA input file:
```
! RIJCOSX wB97M-V def2-TZVPD def2/J DEFGRID3
* xyz 1 1
C 0.808 0.093 -1.506
C 0.780 -0.064 -0.022
N 1.127 1.134 0.774
C -0.583 -0.407 0.505
N -1.063 -1.675 0.135
S -1.927 0.993 -0.098
H 0.489 -0.805 -1.930
H 0.193 1.001 -1.743
H 1.810 0.365 -1.990
H 1.350 -0.847 0.406
H 0.918 0.851 1.756
H 0.450 1.857 0.471
H 2.100 1.344 0.683
H -0.591 -0.362 1.607
H -1.448 -2.250 0.870
H -1.577 -1.907 -0.751
H -2.837 0.679 0.833
*
```

Results of the natural (NBO) charge analysis, in e, for atoms 1 through 6:
1. C -0.6401
2. C -0.0996
3. N -0.6735
4. C -0.0497
5. N -0.8694
6. S -0.1834


Entry Q
Density functional theory data (ωB97M-V with the def2-TZVPD basis set) for 2 unconnected molecules or ions with the total composition C3H11N2S.

Summary:
HOMO = -13.5472 eV

ORCA input file:
```
! RIJCOSX wB97M-V def2-TZVPD def2/J DEFGRID3
* xyz 1 1
C -0.339 -1.446 -1.378
C 1.042 1.050 0.465
C 0.823 -0.454 -1.498
N 1.243 0.469 -0.768
N 0.864 -0.069 1.703
S -2.255 0.825 0.678
H -0.927 -1.510 -2.290
H 0.076 -2.469 -1.318
H -1.036 -1.264 -0.605
H -2.781 0.667 -0.575
H 1.880 1.608 0.910
H 0.096 1.652 0.358
H 1.176 -0.299 -2.515
H 0.802 -1.087 1.445
H 1.520 -0.030 2.508
H -0.030 0.175 2.100
H -2.156 2.182 0.779
*
```

Results of the natural (NBO) charge analysis, in e, for atoms 1 through 6:
1. C -0.7199
2. C -0.0231
3. C 0.2156
4. N -0.4421
5. N -0.7698
6. S -0.3506


Most stable: entry P. Least stable: entry Q.


Entry P
Density functional theory data (ωB97M-V with the def2-TZVPD basis set) for a single C4H2F2O molecule.

Summary:
structure (SMILES) = Fc1ccoc1F
HOMO = -8.5786 eV

ORCA input file:
```
! RIJCOSX wB97M-V def2-TZVPD def2/J DEFGRID3
* xyz 0 1
F -2.624 -0.362 -1.835
C -1.563 -0.711 -1.122
C -0.650 0.092 -0.424
C 0.275 -0.748 0.131
O 0.022 -2.036 -0.161
C -1.069 -2.088 -0.909
F -1.529 -3.257 -1.310
H -0.671 1.159 -0.353
H 1.143 -0.549 0.725
*
```

Results of the natural (NBO) charge analysis, in e, for atoms 1 through 6:
1. F -0.2934
2. C 0.2368
3. C -0.3597
4. C 0.0754
5. O -0.3900
6. C 0.5588


Entry Q
Density functional theory data (ωB97M-V with the def2-TZVPD basis set) for 2 unconnected molecules or ions with the total composition C4H2F2O.

Summary:
HOMO (alpha / beta) = -10.7506 / -10.8253 eV

ORCA input file:
```
! RIJCOSX wB97M-V def2-TZVPD def2/J DEFGRID3
* xyz 0 1
C 2.082 0.525 -1.243
C 0.973 0.332 -0.639
C -0.358 0.593 -0.182
C 0.498 -0.074 0.715
O -1.761 -0.769 -1.046
F 0.288 -1.349 1.051
F 1.027 0.518 1.747
H -0.776 1.573 -0.213
H -1.973 -1.349 -0.190
*
```

Results of the natural (NBO) charge analysis, in e, for atoms 1 through 6:
1. C 0.3761
2. C -0.5768
3. C 0.0750
4. C 0.7200
5. O -0.7406
6. F -0.2863


Entry R
Density functional theory data (ωB97M-V with the def2-TZVPD basis set) for 2 unconnected molecules or ions with the total composition C4H2F2O.

Summary:
HOMO = -8.8688 eV

ORCA input file:
```
! RIJCOSX wB97M-V def2-TZVPD def2/J DEFGRID3
* xyz 0 1
C -0.728 1.879 0.204
C 0.012 0.886 -0.396
C -1.291 0.520 0.323
C 0.741 0.383 -1.384
O 1.276 0.027 -2.318
F -1.048 -0.326 1.364
F 0.445 -1.827 -0.328
H -1.976 0.226 -0.457
H -0.101 -2.303 0.254
*
```

Results of the natural (NBO) charge analysis, in e, for atoms 1 through 6:
1. C 0.0408
2. C -0.5221
3. C 0.1503
4. C 0.8520
5. O -0.3748
6. F -0.3379


Most stable: entry P. Least stable: entry Q.


Entry P
Density functional theory data (ωB97M-V with the def2-TZVPD basis set) for a single CH4N3PS molecule.

Summary:
structure (SMILES) = N#CP(N)(N)=S
HOMO = -8.7118 eV

ORCA input file:
```
! RIJCOSX wB97M-V def2-TZVPD def2/J DEFGRID3
* xyz 0 1
N -2.878 1.136 -0.213
C -1.734 0.875 -0.111
P -0.004 0.409 0.195
N 0.717 0.123 -1.280
N -0.078 -1.195 0.673
S 1.007 1.925 1.613
H 1.039 -0.783 -1.354
H 1.504 0.690 -1.557
H -0.442 -1.542 1.551
H 0.869 -1.637 0.483
*
```

Results of the natural (NBO) charge analysis, in e, for atoms 1 through 6:
1. N -0.2174
2. C -0.1129
3. P 1.5788
4. N -1.1393
5. N -1.1736
6. S -0.5831


Entry Q
Density functional theory data (ωB97M-V with the def2-TZVPD basis set) for 2 unconnected molecules or ions with the total composition CH4N3PS.

Summary:
HOMO (alpha / beta) = -9.4159 / -9.3814 eV

ORCA input file:
```
! RIJCOSX wB97M-V def2-TZVPD def2/J DEFGRID3
* xyz 0 1
C 2.749 -0.062 0.160
N 3.812 0.346 0.297
N -0.452 0.378 -1.311
N -1.469 0.224 1.071
P -0.443 -0.621 0.047
S -1.052 -2.436 -0.296
H 0.150 0.020 -2.044
H -0.241 1.354 -1.137
H -1.871 -0.337 1.811
H -1.184 1.134 1.403
*
```

Results of the natural (NBO) charge analysis, in e, for atoms 1 through 6:
1. C -0.1196
2. N -0.5690
3. N -1.0955
4. N -1.1110
5. P 1.5370
6. S -0.3299


Most stable: entry P. Least stable: entry Q.


Entry P
Density functional theory data (ωB97M-V with the def2-TZVPD basis set) for a gas-phase ion, C3H8N3 (charge +1).

Summary:
structure (SMILES) = [H]/N=N/C(C)=[NH+]\C
HOMO = -14.3314 eV

ORCA input file:
```
! RIJCOSX wB97M-V def2-TZVPD def2/J DEFGRID3
* xyz 1 1
H -2.761 0.630 -2.012
N -1.869 0.689 -1.598
N -1.598 -0.023 -0.677
C -0.002 0.206 -0.314
C 0.776 1.108 -1.170
N 0.541 -0.388 0.663
C -0.172 -1.356 1.472
H 0.357 1.202 -2.231
H 0.825 2.063 -0.793
H 1.902 0.855 -1.216
H 1.485 -0.249 1.062
H -1.218 -1.246 1.173
H 0.144 -1.175 2.588
H 0.193 -2.374 1.268
*
```

Results of the natural (NBO) charge analysis, in e, for atoms 1 through 6:
1. H 0.3816
2. N -0.2492
3. N -0.0917
4. C 0.5441
5. C -0.7473
6. N -0.4333


Entry Q
Density functional theory data (ωB97M-V with the def2-TZVPD basis set) for a molecular structure, C3H8N3.

Summary:
HOMO = -12.5163 eV

ORCA input file:
```
! RIJCOSX wB97M-V def2-TZVPD def2/J DEFGRID3
* xyz 1 1
C 1.815 -0.435 0.344
C 0.656 -0.096 -0.267
C -0.832 1.347 -0.079
N 1.897 -1.463 -0.625
N 0.601 -1.212 -1.087
N -1.784 0.696 0.749
H 2.535 -0.343 1.092
H -0.211 2.104 0.383
H -1.350 1.527 -0.959
H 2.008 -2.501 -0.290
H 0.377 -1.246 -2.087
H -1.895 -0.080 0.110
H -2.533 1.334 1.037
H -1.281 0.368 1.679
*
```

Results of the natural (NBO) charge analysis, in e, for atoms 1 through 6:
1. C -0.1677
2. C 0.0919
3. C -0.2379
4. N -0.3822
5. N -0.4849
6. N -0.7087


Entry R
Density functional theory data (ωB97M-V with the def2-TZVPD basis set) for a molecular structure, C3H8N3.

Summary:
HOMO = -14.3256 eV

ORCA input file:
```
! RIJCOSX wB97M-V def2-TZVPD def2/J DEFGRID3
* xyz 1 1
C -1.584 -0.305 0.974
C -0.315 -1.275 -0.540
C 1.003 1.038 -0.851
N -1.607 -1.168 0.023
N -0.289 0.191 1.128
N 0.577 -0.063 0.067
H -2.366 -0.020 1.738
H 0.205 -2.066 -0.142
H -0.519 -1.104 -1.659
H 0.179 1.572 -1.059
H 1.663 1.918 -0.406
H 1.563 0.594 -1.674
H 0.142 1.146 1.881
H 1.346 -0.457 0.519
*
```

Results of the natural (NBO) charge analysis, in e, for atoms 1 through 6:
1. C 0.2665
2. C -0.0563
3. C -0.4383
4. N -0.4182
5. N -0.4982
6. N -0.2117


Entry S
Density functional theory data (ωB97M-V with the def2-TZVPD basis set) for a gas-phase ion, C3H8N3 (charge +1).

Summary:
structure (SMILES) = [NH3+][C@H]1CN=CN1
HOMO = -13.6498 eV

ORCA input file:
```
! RIJCOSX wB97M-V def2-TZVPD def2/J DEFGRID3
* xyz 1 1
N 1.461 -0.071 -0.365
C 0.178 -0.064 0.377
C -0.750 1.239 -0.013
N -2.057 0.656 -0.093
C -2.066 -0.594 -0.127
N -0.798 -1.212 0.027
H 1.430 0.325 -1.400
H 1.679 -1.063 -0.494
H 2.290 0.279 0.102
H 0.316 -0.004 1.500
H -0.685 2.052 0.658
H -0.509 1.545 -0.926
H -2.907 -1.319 -0.256
H -0.758 -1.957 0.619
*
```

Results of the natural (NBO) charge analysis, in e, for atoms 1 through 6:
1. N -0.6979
2. C 0.0342
3. C -0.2252
4. N -0.4114
5. C 0.2697
6. N -0.6351


Most stable: entry S. Least stable: entry Q.


Entry P
Density functional theory data (ωB97M-V with the def2-TZVPD basis set) for a gas-phase ion, C3H8N3 (charge +1).

Summary:
structure (SMILES) = C=CN/[NH+]=C\N
HOMO = -13.3168 eV

ORCA input file:
```
! RIJCOSX wB97M-V def2-TZVPD def2/J DEFGRID3
* xyz 1 1
C 1.470 -0.652 2.049
C 0.207 -0.752 1.626
N -0.453 -0.615 0.233
N 0.225 -0.267 -0.935
C -0.256 0.691 -1.671
N -1.387 1.335 -1.609
H 2.126 -0.176 1.363
H 1.739 -0.981 2.954
H -0.557 -0.958 2.325
H -1.071 -1.362 0.313
H 1.071 -0.744 -1.340
H 0.250 0.829 -2.625
H -1.406 2.297 -1.981
H -1.960 1.356 -0.702
*
```

Results of the natural (NBO) charge analysis, in e, for atoms 1 through 6:
1. C -0.4047
2. C -0.0203
3. N -0.4995
4. N -0.3440
5. C 0.4018
6. N -0.7147


Entry Q
Density functional theory data (ωB97M-V with the def2-TZVPD basis set) for 2 unconnected molecules or ions with the total composition C3H8N3.

Summary:
HOMO (alpha / beta) = -12.5664 / -13.4431 eV

ORCA input file:
```
! RIJCOSX wB97M-V def2-TZVPD def2/J DEFGRID3
* xyz 1 1
C -0.645 -0.136 1.461
C 0.371 0.582 0.624
C -1.471 0.005 -1.080
N 2.962 0.298 -0.455
N 2.437 -0.452 0.213
N -0.563 -0.395 0.026
H -0.220 -1.028 2.091
H -1.686 0.111 1.934
H 0.353 1.671 0.427
H -1.475 1.066 -1.300
H -1.337 -0.418 -2.139
H -2.478 -0.206 -0.849
H 3.872 0.230 -0.913
H -0.118 -1.326 -0.040
*
```

Results of the natural (NBO) charge analysis, in e, for atoms 1 through 6:
1. C -0.2881
2. C -0.0348
3. C -0.4467
4. N -0.2473
5. N 0.0802
6. N -0.4054


Most stable: entry P. Least stable: entry Q.


Entry P
Density functional theory data (ωB97M-V with the def2-TZVPD basis set) for a single C6H7F molecule.

Summary:
structure (SMILES) = F[C@@H]1[C@@H]2C=CC[C@H]12
HOMO = -8.5236 eV

ORCA input file:
```
! RIJCOSX wB97M-V def2-TZVPD def2/J DEFGRID3
* xyz 0 1
F -1.182 -0.474 -1.124
C -1.306 0.262 0.057
C -0.054 1.137 0.562
C 1.048 1.005 -0.507
C 1.549 -0.259 -0.366
C 0.610 -1.167 0.490
C -0.385 -0.252 1.074
H -2.389 0.567 0.140
H -0.335 1.994 1.120
H 1.401 1.698 -1.154
H 2.512 -0.517 -0.841
H -0.115 -1.802 -0.354
H 1.283 -1.752 1.123
H -0.495 -0.281 2.219
*
```

Results of the natural (NBO) charge analysis, in e, for atoms 1 through 6:
1. F -0.3561
2. C 0.1887
3. C -0.2702
4. C -0.2094
5. C -0.1702
6. C -0.4588


Entry Q
Density functional theory data (ωB97M-V with the def2-TZVPD basis set) for a single C6H7F molecule.

Summary:
structure (SMILES) = CC1(F)C=CC=C1
HOMO = -8.9536 eV

ORCA input file:
```
! RIJCOSX wB97M-V def2-TZVPD def2/J DEFGRID3
* xyz 0 1
C 0.348 -0.582 1.705
C 0.349 -0.394 0.221
F 1.182 -1.334 -0.361
C -1.091 -0.531 -0.230
C -1.467 0.624 -0.812
C -0.324 1.625 -0.741
C 0.726 1.026 -0.225
H -0.184 0.212 2.236
H 1.416 -0.708 2.045
H -0.131 -1.563 1.872
H -1.791 -1.313 0.064
H -2.424 0.831 -1.255
H -0.518 2.572 -1.106
H 1.737 1.360 -0.116
*
```

Results of the natural (NBO) charge analysis, in e, for atoms 1 through 6:
1. C -0.6290
2. C 0.2785
3. F -0.3523
4. C -0.2169
5. C -0.2012
6. C -0.2113


Most stable: entry Q. Least stable: entry P.